# C29H44As3BeCl3N3O3S

A structure of composition C29H44As3BeCl3N3O3S (ωB97M-V/def2-TZVPD, OMol25).

Structure (XYZ):
```
87
Properties=species:S:1:pos:R:3:forces:R:3:mulliken_charge:R:1
Be 0.2738 0.3154 0.3181 0.753 0.271 -0.015 -1.60
C -1.5603 1.4932 3.7579 0.270 -0.050 -0.279 -1.39
As -1.3694 0.4317 2.0916 -0.813 -0.141 0.802 1.35
C -3.0818 0.8435 1.2748 -0.169 0.153 -0.278 -1.40
C -1.9435 -1.3752 2.6808 -0.078 -0.011 -0.046 -2.21
C -0.8999 -2.3948 3.1657 0.137 0.161 0.137 2.83
C 0.0322 -1.7133 4.1609 -0.053 -0.039 -0.128 -0.93
C -0.1224 -2.9798 1.9821 -0.082 -0.028 -0.061 -1.44
As 1.0202 -1.8166 0.8711 0.383 -1.000 0.505 1.40
C 2.6590 -1.7154 1.9492 -0.057 0.084 -0.072 -1.42
C 1.5915 -3.2579 -0.3415 -0.084 0.254 -0.156 -1.39
C -1.6759 -3.5489 3.8313 -0.020 -0.326 -0.012 -2.13
As -0.9313 -5.1340 4.8559 0.136 0.326 -0.062 0.35
C 0.9519 -5.3839 4.2795 -0.206 0.075 -0.015 -1.06
C -0.4849 -4.2477 6.5615 0.008 -0.035 -0.086 -1.10
H -2.4997 1.2528 4.2581 0.038 -0.087 -0.137 0.45
H -1.5600 2.5560 3.5012 0.002 -0.128 -0.056 0.46
H -0.7348 1.3126 4.4471 -0.017 -0.058 -0.060 0.38
H -3.9198 0.6260 1.9444 0.273 0.009 0.067 0.44
H -3.1871 0.2399 0.3738 0.069 0.035 0.012 0.39
H -3.1285 1.8880 0.9708 0.077 0.010 0.014 0.46
H -2.4757 -1.7847 1.8139 -0.019 0.042 0.089 0.46
H -2.6946 -1.2128 3.4644 0.120 0.046 -0.127 0.67
H 0.5062 -0.8446 3.6895 0.073 -0.027 0.162 -0.44
H 0.8075 -2.3934 4.5038 0.121 0.015 0.044 0.15
H -0.5323 -1.3702 5.0265 0.004 0.072 0.102 0.47
H -0.8395 -3.4277 1.2805 0.111 0.054 0.049 0.52
H 0.5129 -3.7929 2.3440 0.049 0.125 -0.140 0.12
H 2.8703 -2.6833 2.4079 -0.085 0.045 -0.063 0.41
H 2.5703 -0.9597 2.7283 -0.013 -0.053 -0.039 0.39
H 3.4946 -1.4400 1.3036 -0.081 -0.006 -0.024 0.43
H 1.8973 -4.1363 0.2331 -0.074 0.205 0.054 0.43
H 2.4340 -2.9272 -0.9506 -0.064 0.023 0.041 0.42
H 0.7689 -3.5443 -1.0004 0.050 0.042 0.059 0.44
H -2.2932 -4.0110 3.0516 -0.004 -0.014 0.120 0.48
H -2.3826 -3.1332 4.5593 0.061 -0.028 -0.012 0.57
H 1.0102 -5.8000 3.2748 -0.036 0.006 -0.015 0.32
H 1.3880 -6.1144 4.9616 -0.069 0.001 0.028 0.40
H 1.5428 -4.4720 4.3415 0.030 0.053 -0.022 0.22
H -1.3537 -3.7220 6.9530 -0.062 0.009 -0.026 0.33
H 0.3435 -3.5504 6.4636 0.028 0.071 -0.024 0.29
H -0.2039 -5.0104 7.2875 -0.022 -0.044 -0.055 0.38
N 1.2720 -0.3534 -2.0949 0.224 -0.082 -0.199 -0.36
C 0.4534 0.6124 -2.8230 -0.412 0.094 -0.073 -0.58
C -0.7437 1.0601 -1.9658 0.555 0.178 -0.783 0.79
O -1.6108 1.7618 -2.4191 -0.115 0.064 -0.142 -0.68
O -0.7121 0.6236 -0.7496 -0.786 -0.210 0.445 0.42
H 2.1450 -0.5113 -2.5898 -0.088 -0.063 0.009 0.18
H 0.7759 -1.2408 -2.0847 0.183 0.047 -0.004 0.19
H 0.0502 0.2323 -3.7704 0.073 0.132 0.101 0.40
H 1.0379 1.5067 -3.0596 -0.023 -0.047 -0.006 0.18
Cl 0.5432 4.4383 -5.5713 -0.129 -0.028 -0.272 -0.19
C 1.2483 4.7187 -4.0331 0.192 -0.004 0.443 0.33
C 2.5415 5.2153 -3.9392 -0.095 -0.028 -0.124 -0.90
C 3.0941 5.4141 -2.6920 -0.148 -0.138 0.143 -0.42
C 2.4023 5.1177 -1.5195 -0.145 0.135 0.169 -0.37
C 3.1404 5.2968 -0.2082 0.296 -0.275 -0.116 -0.19
C 3.9743 4.0032 0.0757 0.068 0.918 -0.209 -1.31
N 3.1120 2.9596 0.5575 -0.173 -0.449 0.039 0.33
C 2.8080 2.7720 1.8724 -0.298 -0.308 0.488 -0.87
C 1.8776 1.7828 1.9183 0.297 0.378 0.540 -0.64
N 1.6012 1.3739 0.6492 -0.305 -0.241 -0.175 0.73
C 2.3526 2.1120 -0.1474 -0.008 -0.398 -0.288 -0.52
O 2.2642 5.5372 0.8551 0.098 0.023 -0.076 0.22
C 2.7027 6.4544 1.8459 -0.045 0.198 0.120 -1.16
C 1.6950 6.4013 2.9519 -0.135 0.211 -0.358 0.29
C 0.4431 6.9453 2.8635 0.063 -0.219 0.404 0.61
Cl -0.1763 7.8517 1.5563 -0.041 0.013 -0.041 -0.19
S -0.5179 6.6140 4.2650 0.497 -0.006 -0.330 -0.16
C 0.7835 5.7406 4.9741 -0.257 0.103 -0.105 -0.48
C 1.8771 5.7076 4.1736 -0.137 0.019 0.077 -0.81
C 1.1066 4.6188 -1.6400 0.186 0.137 -0.194 0.89
Cl 0.1482 4.1917 -0.2711 -0.559 -0.089 0.081 -0.07
C 0.5285 4.4233 -2.8873 -0.029 0.006 -0.123 -1.06
H 3.1003 5.4422 -4.8318 0.047 0.041 -0.118 0.47
H 4.0996 5.7966 -2.6154 0.179 0.123 -0.021 0.48
H 3.8505 6.1299 -0.3228 -0.072 -0.146 -0.039 0.62
H 4.7187 4.2147 0.8470 -0.025 -0.162 -0.094 0.46
H 4.4730 3.6861 -0.8409 0.057 -0.015 0.138 0.54
H 3.2582 3.3444 2.6550 0.125 0.138 0.124 0.42
H 1.3869 1.3476 2.7674 -0.013 0.036 0.151 0.63
H 2.3530 2.0310 -1.2152 0.103 0.080 -0.213 0.55
H 2.7536 7.4668 1.4223 0.093 -0.131 0.005 0.50
H 3.6940 6.1700 2.2231 -0.032 0.098 0.014 0.42
H 0.6653 5.3084 5.9469 -0.024 -0.083 0.242 0.47
H 2.7996 5.2240 4.4412 0.182 -0.099 0.112 0.42
H -0.4735 4.0278 -2.9531 -0.112 -0.066 -0.015 0.58
```
Positions in Å, forces in eV/Å.

Results
Total charge: +1


# CH4N2

The molecule CH4N2 (ωB97M-V/def2-TZVPD, OMol25).

Structure (XYZ):
```
7
Properties=species:S:1:pos:R:3:forces:R:3:mulliken_charge:R:1
C -0.8961 0.1273 -0.6172 -8.814 -3.931 -5.910 -0.30
N -0.0551 0.4902 0.0899 6.462 4.110 5.502 -0.10
N 0.9245 -0.3398 0.4392 -1.362 -5.502 -5.103 -0.43
H -1.7641 0.7990 -0.9316 1.376 -1.002 0.263 0.23
H -0.9370 -1.0031 -0.7971 -0.423 1.185 -0.550 0.15
H 0.7312 -1.4527 0.4776 -0.096 3.079 -0.697 0.23
H 1.2604 -0.1595 1.2505 2.857 2.061 6.495 0.23
```
Positions in Å, forces in eV/Å.

Results
Relative energy (zero: lowest compared OMol25 entry of this formula, charge and spin), kcal/mol: 82.7
SMILES: C=NN
Total charge: 0


# C16H17NO4

The molecule C16H17NO4 (ωB97M-V/def2-TZVPD, OMol25).

Structure (XYZ):
```
38
Properties=species:S:1:pos:R:3:forces:R:3:mulliken_charge:R:1
C 4.7928 -0.2763 -0.2889 -3.367 4.636 -1.912 -0.72
O 3.5985 -0.6477 -1.0698 -0.396 -1.008 2.200 -0.23
C 3.8153 -1.3343 -2.1443 0.787 0.144 -3.229 0.54
O 4.9264 -1.3427 -2.7144 -3.068 -0.853 1.200 -0.65
C 2.3307 -1.9791 -2.7424 4.083 -1.869 4.004 0.14
C 2.1359 -1.3709 -4.0788 -7.347 -3.789 1.385 -1.68
N 1.2875 -1.7298 -1.8183 -1.849 1.317 3.000 -0.06
C 0.7681 -2.5840 -0.9070 3.162 -8.983 -4.578 0.07
O 1.0308 -4.0206 -0.9438 -1.008 8.060 0.443 -0.71
C -0.3129 -2.2402 -0.0829 -1.984 4.077 1.698 -0.04
O -0.3945 -0.5398 -0.1541 -1.484 -5.840 1.912 -0.43
C -1.3466 -0.1501 0.8113 1.666 5.510 -3.935 0.81
C -2.1705 -0.8334 1.7454 5.173 -3.360 -3.413 -0.50
C -2.8922 -0.1538 2.5418 -7.004 7.007 1.273 -0.75
C -3.0845 1.4131 2.2462 1.200 -4.070 4.062 0.70
C -3.9034 2.1136 3.2219 -2.461 4.229 -1.800 -0.56
C -4.1586 3.5170 3.0013 5.819 -1.969 -1.346 -0.65
C -3.0707 4.2064 2.1138 -4.208 -2.857 2.397 -0.60
C -2.2203 3.6170 1.3424 1.687 -6.578 0.332 -0.64
C -2.1048 2.0356 1.4804 -2.387 4.008 -1.550 0.58
C -1.4004 1.3247 0.5139 -1.972 -5.066 5.273 -0.80
H 5.0956 0.5458 -0.9914 0.909 -0.448 1.379 0.32
H 4.3312 0.1682 0.6241 0.893 -0.701 -0.514 0.21
H 5.4975 -1.0078 -0.2284 1.664 -2.149 0.394 0.33
H 2.6294 -3.1319 -2.4076 -1.138 2.365 -2.252 0.40
H 1.9083 -0.3676 -4.0392 0.170 2.215 -0.253 0.42
H 2.8120 -1.8081 -4.6093 4.679 -1.218 -3.955 0.59
H 1.1021 -1.9647 -4.5712 2.583 1.889 1.397 0.25
H 1.0039 -0.7654 -1.5160 0.596 -0.894 -1.033 0.40
H -1.3228 -2.7123 -0.2310 1.175 0.692 -0.499 0.40
H -0.0224 -2.4029 0.9347 0.096 -0.148 0.664 0.35
H -2.0129 -1.8991 1.9230 -0.289 0.104 -0.406 0.31
H -3.8448 -0.5901 2.9759 1.757 0.328 0.382 0.24
H -4.6745 1.7092 3.8779 0.718 -0.939 -0.025 0.32
H -4.5913 4.3027 3.5838 -1.085 -0.526 0.638 0.37
H -3.3319 5.1513 1.9780 -0.415 4.478 -0.433 0.46
H -1.5268 3.9357 0.6327 0.770 1.392 -0.905 0.40
H -0.6792 1.8126 -0.0098 1.877 0.815 -1.996 0.39
```
Positions in Å, forces in eV/Å.

Results
Relative energy (zero: lowest compared OMol25 entry of this formula, charge and spin), kcal/mol: 234.1
SMILES: COC(=O)[C@H](C)NC(=O)COc1ccc2ccccc2c1
Total charge: 0


Result set for highest occupied orbital energy: -0.39343; -0.34899; -0.28670 Eh, one per record in the order listed.
Result set for energy: -10022.17318; -149.91131; -975.28688 hartree, one per record in the order listed.